No. 1
Computed, not measured: a 3-piece molecular cluster, C4H11O4 overall in a non-equilibrium geometry, with ωB97M-V with the def2-TZVPD basis set.

Properties
Total charge ... -1
HOMO energy ... -0.154 Eh
Relative energy (zero: lowest compared OMol25 entry of this formula, charge and spin) ... 0.529 eV

Geometry (Å):
O -0.8457 1.1943 -1.7325
C -1.1810 0.4884 -0.7417
O -2.3235 0.0311 -0.5047
C -0.1989 0.3230 0.4509
C 0.6131 -0.9796 0.2298
C 0.1031 -2.1127 1.1375
H -0.7766 0.4025 1.3617
H 0.4995 1.1439 0.3999
H 1.6413 -0.6985 0.4789
H 0.6754 -1.3486 -0.7890
H 0.0917 -1.7945 2.1794
H -0.8962 -2.3895 0.8181
H 0.8106 -2.9457 1.1048
H 0.3355 0.4882 3.1371
H 1.7390 -0.1070 3.0696
O 1.2528 0.7090 2.9459
H 0.7770 1.0269 -2.1190
H 1.2819 -0.1765 -2.9570
O 1.5979 0.6064 -2.5091


No. 2
Computed, not measured: a 2-piece molecular cluster, C5H8NO overall in a non-equilibrium geometry, with ωB97M-V with the def2-TZVPD basis set.

Properties
Total charge ... +1
HOMO energy ... -0.531 Eh
Relative energy (zero: lowest compared OMol25 entry of this formula, charge and spin) ... 2.694 eV

Geometry (Å):
C -0.8002 -0.9578 0.5587
C -1.2680 -1.7256 1.4787
C 1.2653 1.0929 -0.6420
C 2.2810 0.4924 0.1712
C -1.5001 0.4183 -1.0386
N -0.4516 0.0517 -0.1223
O 1.0018 1.7784 -1.5194
H -1.4886 -2.7261 1.3058
H -1.4734 -1.1443 2.3667
H 2.1202 -0.5816 0.2932
H 2.2839 1.1528 1.1841
H 3.1659 0.5827 -0.3085
H -2.3996 -0.0443 -0.7140
H -1.2831 0.1255 -1.9974
H -1.4533 1.4852 -1.0161


No. 3
Computed, not measured: a 2-piece molecular cluster, C3HBr2N2O2S2 overall in a non-equilibrium geometry, with ωB97M-V with the def2-TZVPD basis set.

Properties
Total charge ... -1
HOMO energy (alpha / beta) ... -0.121 / -0.121 Eh
Relative energy (zero: lowest compared OMol25 entry of this formula, charge and spin) ... 0.000 eV

Geometry (Å):
C 0.4602 -0.3171 -0.2776
C 0.5850 0.5648 0.8773
C 2.2546 0.8718 -0.6354
N 1.4140 -0.0738 -1.1311
N 1.6941 1.3601 0.6200
O 0.0313 0.7338 1.9523
O 3.3552 1.2547 -0.9303
S -0.0488 3.1903 -2.7694
S 2.5512 2.2648 1.6792
Br -1.2614 2.8729 -1.0567
Br 1.9974 4.3554 0.9133
H -0.4135 -1.0856 -0.4151


No. 4
Computed, not measured: C7H6CoN2O6 as an isolated structure in a non-equilibrium geometry, with ωB97M-V with the def2-TZVPD basis set.

Properties
Total charge ... +3
Multiplicity ... 5
HOMO energy (alpha / beta) ... -0.817 / -0.874 Eh

Geometry (Å):
O 0.0933 3.1838 -1.5254
C 0.0855 2.0367 -1.6197
Co 0.0840 0.0912 -1.7677
O 0.0912 0.1135 -4.6693
C 0.0848 0.1015 -3.5120
C 0.0969 -1.8128 -1.6094
O 0.1087 -2.9587 -1.5569
C -1.8313 0.1186 -1.6056
O -2.9771 0.1354 -1.5587
C 2.0023 0.1022 -1.6253
O 3.1491 0.1110 -1.5249
C 0.9685 0.9010 2.8466
N -0.0732 -0.0955 2.5921
C -0.3960 -0.3903 1.3257
N -1.3662 -1.3394 1.1464
O 0.2004 0.2166 0.3762
H 1.3603 1.2978 1.9023
H 1.7732 0.4358 3.4102
H 0.5453 1.7118 3.4346
H -0.5333 -0.5592 3.3810
H -1.6492 -1.6049 0.2221
H -1.8172 -1.7960 1.9377


No. 5
Computed, not measured: an isolated ion of composition C3H5N2 and charge +1 in a non-equilibrium geometry, with ωB97M-V with the def2-TZVPD basis set.

Properties
Total charge ... +1
Structure (SMILES) ... C=C=NC=[NH2+]
HOMO energy ... -0.533 Eh
Relative energy (zero: lowest compared OMol25 entry of this formula, charge and spin) ... 3.202 eV

Geometry (Å):
C 0.8383 -0.2779 -1.0168
C 1.4210 0.6484 -1.6568
C -0.5679 -1.2924 0.7045
N 0.3103 -1.0793 -0.2387
N -1.1843 -0.2449 1.2480
H 2.2488 0.4252 -2.2275
H 0.9394 1.6689 -1.8295
H -0.7433 -2.2443 0.8445
H -0.8455 0.7521 1.2149
H -1.9267 -0.2186 1.9364


No. 6
Computed, not measured: a 2-piece molecular cluster, C2Cl2F2I2 overall in a non-equilibrium geometry, with ωB97M-V with the def2-TZVPD basis set.

Properties
HOMO energy (alpha / beta) ... -0.315 / -0.332 Eh
Relative energy (zero: lowest compared OMol25 entry of this formula, charge and spin) ... 1.574 eV

Geometry (Å):
C -0.0938 1.7285 0.0372
C 0.1862 -2.2646 0.3529
F -1.1140 2.0523 0.8273
F 0.8653 -3.0400 -0.5174
Cl -0.4915 1.3431 -1.5841
Cl 0.9831 -0.8364 0.7509
I 1.5751 2.9393 0.4768
I -1.9104 -1.9222 -0.3437


No. 7
Computed, not measured: C11H11Br6F3O9 as an isolated structure in a non-equilibrium geometry, with ωB97M-V with the def2-TZVPD basis set.

Properties
Total charge ... -1
Multiplicity ... 2
HOMO energy (alpha / beta) ... -0.056 / -0.214 Eh

Geometry (Å):
C -0.6839 0.2828 1.1466
C 0.8626 0.0666 1.1682
O 1.3963 1.3357 1.1135
C 0.5230 2.2046 1.6690
O 0.7975 3.2655 2.1410
O -0.6897 1.5518 1.8533
F 1.3082 -0.4798 0.0294
H -1.2979 -0.5689 1.4395
H -0.8935 0.5925 0.1228
H 1.2406 -0.4777 2.0336
C 3.0491 5.0678 0.5121
C 1.8726 5.8930 0.3910
O 1.5572 5.8344 -0.9866
C 2.6382 5.5643 -1.6470
O 2.7658 5.7935 -2.8276
O 3.6018 5.1967 -0.7809
F 2.2793 7.1543 0.6143
H 2.7082 4.0728 0.7984
H 3.7661 5.4167 1.2553
H 1.0624 5.6683 1.0846
C -2.0930 -5.3606 -1.6909
C -3.3254 -4.5624 -1.2861
O -2.6980 -3.3069 -1.0107
C -1.3057 -3.4035 -0.9062
O -0.4636 -2.5091 -0.5455
O -1.0657 -4.7059 -0.9600
F -3.9085 -5.1048 -0.2217
H -1.9000 -5.2745 -2.7602
H -2.0473 -6.4310 -1.4902
H -4.0671 -4.4887 -2.0815
C -1.8629 -4.9960 3.5360
Br -1.6884 -6.4967 2.2371
Br -1.6760 -3.1772 2.7956
Br -0.8433 -5.0918 5.2808
H -2.8966 -4.9220 3.8737
C 0.8079 1.0880 -3.1646
Br 1.1939 1.4278 -5.1193
Br -1.0922 1.6558 -2.5910
Br 2.1480 2.1829 -2.1454
H 0.9200 0.0416 -2.8806


No. 8
Computed, not measured: a 2-piece molecular cluster, C3H7NO4 overall in a non-equilibrium geometry, with ωB97M-V with the def2-TZVPD basis set.

Properties
Structure (SMILES) ... NC(=O)[C@H](O)C=O.O
HOMO energy ... -0.357 Eh
Relative energy (zero: lowest compared OMol25 entry of this formula, charge and spin) ... 2.774 eV

Geometry (Å):
C 0.2692 -0.9124 -0.3040
N -0.6893 -0.7841 -1.2779
O 1.4872 0.7249 -0.9703
O 0.8450 -1.9606 -0.0974
H 2.1160 0.9073 -1.6671
H -0.5899 -1.4386 -2.0418
H -0.9837 0.1450 -1.5415
C -0.8203 1.1423 0.8206
C -0.0727 -0.0747 1.0999
O -0.3916 2.0205 0.0520
O -0.7261 -0.9141 2.0019
H 0.7659 1.5361 -0.6369
H -0.3471 -1.7981 1.8808
H -1.8148 1.2303 1.2721
H 0.9521 0.1761 1.4098


No. 9
Computed, not measured: one molecule with the formula H4NP3 in a non-equilibrium geometry, with ωB97M-V with the def2-TZVPD basis set.

Properties
HOMO energy (alpha / beta) ... -0.318 / -0.325 Eh
Relative energy (zero: lowest compared OMol25 entry of this formula, charge and spin) ... 2.646 eV

Geometry (Å):
N 1.0571 -0.9112 -1.8442
P -0.0481 0.2020 -1.2532
P -1.2310 0.8412 1.9306
P -0.6260 -0.7922 0.8703
H 0.8834 1.0346 -0.4864
H 1.7945 -0.4102 -1.8667
H -2.6420 0.5528 1.8958
H 0.8122 -0.5170 0.7539


No. 10
Computed, not measured: C25H31BrCoN7O4P as an isolated structure in a non-equilibrium geometry, with ωB97M-V with the def2-TZVPD basis set.

Properties
Total charge ... +1
Multiplicity ... 5
HOMO energy (alpha / beta) ... -0.390 / -0.423 Eh

Geometry (Å):
Co 1.0253 -0.9855 -0.0691
Br -0.3671 7.8235 -7.2610
C -0.9331 6.4752 -6.1112
C -0.3372 5.2827 -6.1242
C -0.8543 4.2530 -5.2924
C -2.0295 4.4476 -4.5835
C -2.4467 5.7683 -4.4713
C -1.9103 6.7589 -5.1777
N -2.5709 3.4760 -3.7927
N -2.4179 2.2852 -4.2386
C -2.0820 1.3557 -3.4025
C -2.2191 -0.0087 -3.9121
C -1.7135 -1.0611 -3.2698
C -0.8505 -0.8239 -2.1515
O -0.1354 -1.8064 -1.7712
C -0.8210 0.5249 -1.4814
N -0.2005 0.6385 -0.3897
C -0.1787 1.7948 0.3136
C -0.7685 2.9008 -0.1793
C -1.5002 2.7866 -1.3509
C -1.5527 1.5907 -2.0661
H 0.5087 5.0783 -6.8086
H -0.4076 3.2658 -5.2611
H -3.2549 6.0792 -3.7743
H -2.2131 7.7969 -5.1524
H -2.8085 -0.2183 -4.7916
H -1.8075 -2.0983 -3.5972
H 0.4904 1.8102 1.1344
H -0.7139 3.8008 0.3503
H -2.0997 3.5959 -1.7499
O 2.4120 0.0124 -1.5047
C 3.2657 -0.0798 -0.5772
C 4.7037 0.2269 -0.6182
C 5.2587 -0.2679 0.7681
C 3.9156 -0.7093 1.4756
O 3.8215 -0.9541 2.6518
N 2.8996 -0.5600 0.5865
H 4.7930 1.3224 -0.6450
H 5.1785 -0.2743 -1.4949
H 5.6644 0.4622 1.4016
H 5.9028 -1.1470 0.6766
C 1.9971 -4.2655 2.7046
N 0.6992 -3.8422 3.1830
C 0.2887 -4.4400 4.4261
P -0.0948 -2.5464 2.6136
O 0.3922 -2.2329 1.2219
N -1.6836 -2.9551 2.4024
C -1.9690 -3.7870 1.2222
C -2.6325 -3.1587 3.4768
N -0.0888 -1.2423 3.6327
C -0.8738 -0.1433 3.3606
C 0.8942 -1.0427 4.7272
H 2.6877 -3.9834 3.4973
H 2.2378 -3.7084 1.8169
H 1.9838 -5.2904 2.5425
H 1.1377 -4.6231 5.1162
H -0.1394 -5.4297 4.3021
H -0.5466 -3.8765 4.9026
H -1.8661 -3.1637 0.2392
H -2.9955 -4.0749 1.2060
H -1.4125 -4.7118 1.1656
H -2.2664 -2.7067 4.3993
H -2.8199 -4.2235 3.6452
H -3.6055 -2.6570 3.2322
H -1.4828 -0.2935 2.4858
H -0.2392 0.7518 3.1766
H -1.6132 0.1083 4.0991
H 1.6000 -1.9105 4.7115
H 0.3579 -1.0571 5.6969
H 1.4074 -0.1122 4.5069


| no. | molar mass (g/mol) |
| --- | --- |
| 1 | 123.1 |
| 2 | 98.1 |
| 3 | 321.0 |
| 4 | 273.1 |
| 5 | 69.1 |
| 6 | 386.7 |
| 7 | 823.6 |
| 8 | 121.1 |
| 9 | 111.0 |
| 10 | 663.4 |